DFT (wB97M-V/def2-TZVPD) results for a 11-piece molecular cluster, C17H56N14O11 overall.

Geometry as ORCA input:
```
! wB97M-V def2-TZVPD RIJCOSX def2/J DEFGRID3
* xyz 0 1
C 0.41 0.78 -0.42
O 0.61 1.24 0.87
H 1.32 0.68 -1.00
H -0.24 1.43 -0.99
H 0.01 -0.31 -0.24
H 1.52 0.87 1.15
C -1.33 0.16 4.34
O -1.01 1.28 5.05
N -1.05 -0.07 3.12
N -1.84 -0.82 4.95
H -0.70 0.75 2.63
H -1.52 -0.80 2.57
H -2.19 -0.56 5.92
H -1.98 -1.75 4.56
C -3.28 -2.38 0.56
O -4.35 -1.75 -0.07
N -3.18 -3.62 0.73
N -2.27 -1.73 1.04
H -3.98 -4.15 0.32
H -2.53 -4.34 1.21
H -2.30 -0.71 0.84
H -1.50 -2.18 1.45
C 2.66 2.06 -2.56
O 2.62 3.13 -1.66
N 1.66 1.84 -3.36
N 3.82 1.52 -2.88
H 0.91 2.53 -3.06
H 1.66 1.11 -4.05
H 4.54 1.83 -2.24
H 3.90 0.88 -3.59
C -3.51 1.43 0.25
O -2.40 0.79 0.68
N -3.51 2.61 -0.23
N -4.70 0.90 0.04
H -2.67 3.04 0.05
H -4.29 3.24 -0.53
H -4.79 -0.10 0.23
H -5.57 1.17 -0.40
C 4.12 -0.11 2.24
O 5.37 0.36 1.90
N 3.88 -1.28 2.73
N 3.07 0.70 2.07
H 4.51 -1.79 3.26
H 2.87 -1.58 2.84
H 3.41 1.54 1.62
H 2.76 0.95 2.99
C 1.05 -2.44 1.99
O -0.18 -3.09 2.09
N 2.01 -3.01 1.40
N 1.22 -1.20 2.40
H 1.80 -3.89 0.85
H 3.02 -2.68 1.47
H 0.38 -0.79 2.85
H 2.02 -0.54 2.19
C -0.67 -3.78 -1.78
O 0.28 -4.28 -2.69
N -1.74 -4.52 -1.53
N -0.71 -2.58 -1.29
H -1.69 -5.46 -1.91
H -2.38 -4.30 -0.77
H -1.33 -2.32 -0.49
H 0.14 -2.09 -1.50
C -0.04 3.43 2.55
C -0.49 4.31 1.42
C 0.61 5.22 0.83
O -0.83 3.63 0.43
H -0.65 2.55 2.70
H -0.23 3.91 3.53
H 1.09 3.03 2.46
H -1.33 4.92 1.81
H 0.95 5.77 1.65
H 0.24 5.94 0.20
H 1.38 4.70 0.28
H -0.57 2.72 0.58
C -2.26 2.00 -3.32
C -3.15 0.77 -3.29
C -2.53 -0.45 -2.49
O -4.28 1.00 -2.85
H -2.99 2.88 -3.64
H -1.58 1.94 -4.10
H -1.74 2.43 -2.42
H -3.21 0.30 -4.27
H -3.01 -1.42 -2.67
H -2.42 -0.18 -1.48
H -1.52 -0.59 -2.95
H -4.22 1.10 -1.89
C 4.06 -1.03 -1.14
C 2.90 -1.51 -1.92
C 3.40 -2.77 -2.64
O 1.82 -1.78 -1.32
H 3.83 -0.13 -0.62
H 4.77 -0.62 -1.82
H 4.52 -1.69 -0.40
H 2.58 -0.85 -2.66
H 4.43 -2.62 -2.96
H 2.75 -3.07 -3.50
H 3.52 -3.66 -1.95
H 2.09 -1.95 -0.30
*
```

- Kohn-Sham gap (eV) = 8.61
- energy relative to the best compared isomer or geometry (same formula, charge and spin) (kJ/mol) = 1029.3
- molar mass (g/mol) = 632.722
- SMILES = NC(N)=O.NC(N)=O.NC(N)=O.NC(N)=O.NC(N)=O.NC(N)=O.NC(N)=O.CC(C)O.CC(C)O.CC(C)O.CO
- E_HOMO (hartree) = -0.31709
- max |F| (eV/A) = 11.372

Here are the Mulliken charges for atoms 1 to 6, given in e:
1. C 2.35
2. O 1.73
3. H -1.02
4. H -0.68
5. H -0.31
6. H -1.01


DFT (wB97M-V/def2-TZVPD) results for a 2-piece molecular cluster, C2H6O3 overall.

Geometry as ORCA input:
```
! wB97M-V def2-TZVPD RIJCOSX def2/J DEFGRID3
* xyz 0 1
C -0.74 0.29 0.67
C 0.22 1.20 0.49
O -1.24 0.04 1.92
O -1.28 -0.44 -0.35
O 1.14 -1.03 -1.62
H -0.66 -0.38 -1.12
H -1.94 -0.60 1.75
H 2.03 -0.66 -1.73
H 1.24 -1.58 -0.83
H 0.62 1.74 1.34
H 0.61 1.43 -0.49
*
```

- Kohn-Sham gap (eV) = 8.95
- energy relative to the best compared isomer or geometry (same formula, charge and spin) (kJ/mol) = 134.0
- molar mass (g/mol) = 78.067
- SMILES = C=C(O)O.O
- E_HOMO (hartree) = -0.30917
- max |F| (eV/A) = 1.799

Here are the Mulliken charges for atoms 1 to 6, given in e:
1. C 0.60
2. C -0.76
3. O -0.47
4. O -0.52
5. O -0.68
6. H 0.33


DFT (wB97M-V/def2-TZVPD) results for a 8-piece molecular cluster, C17H50O8 overall.

Geometry as ORCA input:
```
! wB97M-V def2-TZVPD RIJCOSX def2/J DEFGRID3
* xyz 0 1
C 7.98 11.49 15.33
C 8.85 12.76 15.50
O 10.09 12.47 14.90
H 6.90 11.63 15.69
H 8.37 10.65 15.84
H 7.78 11.17 14.27
H 8.95 12.91 16.59
H 8.39 13.69 15.10
H 10.57 13.27 14.60
C 9.06 10.67 7.01
C 7.58 11.01 7.21
O 7.40 12.34 7.81
H 9.73 10.84 7.84
H 9.37 11.31 6.15
H 9.27 9.64 6.75
H 7.08 10.28 7.84
H 7.07 11.05 6.23
H 8.15 12.49 8.36
C 9.91 7.01 15.45
C 10.13 7.60 14.01
O 8.97 8.30 13.54
H 10.22 7.70 16.25
H 10.51 6.10 15.53
H 8.90 6.76 15.59
H 10.40 6.89 13.27
H 10.94 8.30 14.06
H 8.79 8.87 14.28
C 13.94 15.28 9.56
C 14.06 14.68 10.94
O 12.87 14.31 11.59
H 13.42 14.63 8.95
H 14.93 15.44 9.13
H 13.28 16.17 9.67
H 14.56 15.41 11.65
H 14.77 13.80 10.92
H 12.52 13.57 11.12
C 8.62 15.65 9.48
C 8.81 14.63 10.55
O 9.08 13.31 10.01
H 9.47 15.48 8.78
H 8.77 16.69 9.89
H 7.61 15.65 9.02
H 7.95 14.46 11.29
H 9.70 14.97 11.04
H 8.42 12.73 10.44
C 7.98 10.25 10.68
C 6.58 10.83 10.73
O 6.37 12.22 10.65
H 7.88 9.18 10.79
H 8.56 10.66 11.50
H 8.40 10.38 9.71
H 6.18 10.63 11.70
H 6.03 10.21 9.99
H 6.19 12.40 9.71
C 12.97 10.14 11.98
C 11.74 11.04 11.80
O 11.90 11.90 10.66
H 13.83 10.72 12.22
H 13.12 9.59 11.04
H 12.83 9.46 12.81
H 11.64 11.71 12.70
H 10.80 10.47 11.71
H 11.11 12.32 10.32
C 13.31 16.73 14.40
C 12.90 15.37 14.86
C 12.67 15.53 16.42
O 11.62 15.02 14.25
H 14.25 17.04 14.84
H 12.58 17.47 14.87
H 13.34 16.83 13.29
H 13.69 14.66 14.63
H 12.46 14.61 16.90
H 11.88 16.26 16.61
H 13.61 15.84 16.82
H 11.63 15.06 13.26
*
```

- Kohn-Sham gap (eV) = 10.62
- energy relative to the best compared isomer or geometry (same formula, charge and spin) (kJ/mol) = 209.3
- molar mass (g/mol) = 382.579
- SMILES = CC(C)O.CCO.CCO.CCO.CCO.CCO.CCO.CCO
- E_HOMO (hartree) = -0.36033
- max |F| (eV/A) = 3.098

Here are the Mulliken charges for atoms 1 to 6, given in e:
1. C -0.70
2. C -0.24
3. O -0.37
4. H 0.37
5. H 0.26
6. H -0.08